[1]
ORCA calculation (ωB97M-V/def2-TZVPD) on a molecular structure, C35H43N11O4PRbSeSi.

Structure (XYZ):
```
97
Properties=species:S:1:pos:R:3:forces:R:3:mulliken_charge:R:1
Rb 0.65126 0.38542 -0.08155 -0.97 -0.05 -0.11 0.745
C -0.21575 4.46280 -0.33486 0.13 0.04 0.35 -0.708
N -0.49096 3.88623 -1.63487 -0.08 -0.19 -0.09 0.419
C 0.44494 3.78292 -2.62381 0.21 0.01 -0.36 -0.291
C -0.17835 3.20232 -3.69248 0.05 0.18 0.10 -0.986
N -1.47778 2.94215 -3.38187 -0.06 -0.02 0.13 -0.636
C -1.62599 3.32805 -2.12514 -0.29 0.15 -0.52 0.349
P -3.30872 3.10549 -1.47528 0.15 -0.16 0.36 -0.598
C -3.06754 3.06910 0.33079 -0.18 -0.01 -0.19 -0.223
N -2.26153 2.27731 1.00638 0.09 0.07 -0.28 0.277
C -2.38394 2.61839 2.32014 -0.12 0.06 0.16 0.306
C -3.29774 3.63175 2.43852 0.00 0.02 0.03 -0.847
N -3.73334 3.92378 1.17267 0.21 -0.06 0.01 0.382
C -4.74522 4.89387 0.84550 -0.20 0.04 -0.05 -1.032
C -3.34886 1.30830 -1.77072 0.07 0.00 -0.02 0.164
N -2.34047 0.50089 -1.54015 0.17 0.05 0.05 0.435
C -2.72446 -0.73050 -1.97069 -0.16 -0.11 -0.07 -0.492
C -3.99537 -0.66669 -2.47341 -0.01 -0.12 -0.01 -0.988
N -4.39252 0.63966 -2.34876 0.23 0.05 0.05 0.347
C -5.66029 1.19032 -2.74558 -0.24 0.03 0.01 -1.008
H 0.26218 5.43415 -0.46740 -0.05 0.00 -0.06 0.326
H 0.47527 3.81806 0.20875 -0.07 0.02 0.03 0.256
H -1.13835 4.58823 0.22365 0.02 -0.01 -0.01 0.322
H 1.46130 4.10203 -2.48073 0.06 0.05 0.12 0.670
H 0.22567 2.96330 -4.66114 0.10 -0.03 -0.02 0.453
H -1.77444 2.13211 3.09721 -0.05 0.04 0.04 0.169
H -3.67530 4.16464 3.29350 0.01 0.03 0.07 0.450
H -5.73812 4.50841 1.09347 0.00 0.05 -0.04 0.307
H -4.70925 5.11329 -0.22000 -0.03 0.00 0.04 0.354
H -4.58331 5.81722 1.40397 0.06 -0.04 -0.01 0.363
H -2.06436 -1.57797 -1.88376 0.06 -0.10 0.01 0.383
H -4.63443 -1.42226 -2.89483 -0.06 0.00 -0.03 0.462
H -5.94783 0.81580 -3.72890 0.06 0.00 0.01 0.360
H -5.57491 2.27490 -2.79457 -0.02 -0.05 -0.01 0.344
H -6.44464 0.92943 -2.02981 0.02 0.02 -0.02 0.281
O 3.87658 3.63095 -0.74614 0.19 -0.05 -0.23 -0.808
C 3.14318 2.63391 -0.87184 0.00 0.41 0.30 -0.181
O 2.10187 2.35982 -0.24283 0.73 0.70 -0.22 -0.480
C 3.57278 1.65411 -1.98010 -0.43 -0.04 -0.16 0.415
C 4.93355 1.62075 -2.36083 0.46 -0.17 -0.31 -0.529
C 5.32691 0.83684 -3.40710 -0.13 0.20 0.28 -1.028
C 4.35478 0.08048 -4.09985 -0.31 -0.04 0.13 1.192
C 4.65562 -0.75835 -5.19243 -0.08 -0.17 -0.16 -0.662
C 3.66950 -1.48989 -5.80442 0.39 0.14 -0.01 -0.588
C 2.33953 -1.38389 -5.36529 -0.28 0.10 0.11 -0.371
C 2.01084 -0.56202 -4.31783 -0.03 -0.17 -0.14 -0.478
C 3.01195 0.17199 -3.64163 0.36 -0.11 -0.35 -0.394
N 2.64899 0.94346 -2.58970 0.09 0.28 0.46 0.191
H 5.62913 2.23425 -1.80784 -0.03 0.06 0.01 0.512
H 6.36358 0.78896 -3.72250 0.02 -0.01 0.02 0.362
H 5.68232 -0.81513 -5.53796 0.01 -0.03 0.01 0.369
H 3.91445 -2.14301 -6.63434 -0.02 0.02 0.02 0.363
H 1.57212 -1.96258 -5.86500 -0.05 0.02 0.05 0.396
H 0.98935 -0.46323 -3.97086 0.00 -0.02 0.03 0.658
N -2.39755 -2.64958 1.08967 -0.11 -0.01 0.06 -0.837
N -1.06113 -2.65257 1.59492 -0.05 0.06 -0.13 -0.062
C -0.02436 -2.20352 0.73141 -0.23 -1.01 0.27 0.388
O 1.05510 -1.90770 1.26521 0.45 -0.04 0.42 -0.878
O -0.28089 -2.22515 -0.49675 -0.17 0.00 -0.49 -0.210
H -2.29608 -2.98337 0.13118 -0.02 0.02 0.15 0.353
H -2.71811 -1.68392 0.98744 0.16 -0.04 -0.08 0.336
H -0.99669 -2.26097 2.52353 -0.01 -0.08 -0.01 0.308
C 2.13265 -3.36579 -2.50263 0.18 0.49 -0.12 -1.154
N 1.65854 -4.33971 -1.55145 -0.44 0.47 0.70 0.373
C 0.36369 -4.73623 -1.44044 0.19 -1.07 -0.73 -0.702
Se -0.84172 -4.85784 -2.80014 -0.54 0.36 -0.26 -0.377
N 0.24331 -5.45098 -0.28946 0.17 0.73 0.31 0.268
C 1.43692 -5.41425 0.40451 0.38 -0.01 -0.01 0.353
C 1.83007 -5.97927 1.60167 -0.01 0.05 -0.01 -0.988
C 3.16475 -5.84669 1.96128 -0.08 -0.08 0.07 -0.489
C 4.06640 -5.16799 1.14995 0.11 0.08 -0.04 -0.676
C 3.66890 -4.58349 -0.04562 -0.05 0.01 -0.03 -0.705
C 2.34138 -4.72122 -0.40970 0.09 -0.19 0.33 1.128
H 1.41728 -3.32349 -3.31961 0.05 -0.06 -0.01 0.182
H 3.11094 -3.67404 -2.87436 -0.02 0.00 -0.10 0.344
H 2.21797 -2.34751 -2.06886 -0.17 -0.69 0.06 0.407
H -0.65492 -5.66078 0.11324 -0.02 -0.03 -0.18 0.328
H 1.12198 -6.49336 2.23572 -0.02 -0.03 0.03 0.375
H 3.50780 -6.28253 2.89039 0.00 0.03 0.03 0.359
H 5.10001 -5.08737 1.46105 -0.01 0.04 0.00 0.367
H 4.36976 -4.04284 -0.66604 0.00 0.04 -0.01 0.410
C 0.55165 -0.59272 6.73698 -0.13 0.09 -0.15 -1.103
Si -0.53016 0.76482 5.87717 -0.05 0.24 -0.30 0.223
C -0.40423 2.24398 7.09207 -0.06 -0.15 -0.12 -1.135
C -2.30287 0.04791 6.07489 0.22 0.04 0.13 -1.068
C -0.23653 1.30739 4.18536 0.08 -0.37 0.81 -1.095
H 0.12889 -0.98486 7.66747 -0.10 0.06 0.08 0.294
H 1.55036 -0.20896 6.95870 0.06 0.06 -0.04 0.287
H 0.67650 -1.43754 6.05661 0.03 -0.05 -0.07 0.238
H -0.58567 1.95717 8.13063 -0.02 -0.09 0.07 0.243
H -1.11536 3.02910 6.83163 -0.06 0.05 -0.06 0.281
H 0.59646 2.67622 7.03778 0.09 0.03 -0.02 0.320
H -2.52955 -0.26432 7.09850 0.03 -0.06 0.09 0.296
H -2.41901 -0.82422 5.42810 -0.01 -0.08 -0.07 0.273
H -3.05647 0.77654 5.77253 0.02 0.09 -0.07 0.268
H -0.10929 0.53318 3.42346 -0.01 -0.03 -0.03 0.123
H 0.46536 2.12810 4.03620 0.12 0.02 0.03 0.294
```
Positions in Å, forces in eV/Å.

## Properties
Highest occupied orbital energy, eV: -0.36
Energy relative to the best compared isomer or geometry (same formula, charge and spin), kJ/mol: 0.0
Net charge: -2
DFT total energy, eV: -144745.2661

[2]
ORCA calculation (ωB97M-V/def2-TZVPD) on 5 unconnected molecules or ions with the total composition C35H44B2N3O5.

Structure (XYZ):
```
89
Properties=species:S:1:pos:R:3:forces:R:3:mulliken_charge:R:1
C -0.62375 3.57570 -0.67926 0.45 0.53 0.07 -0.702
C 0.80765 2.90010 -0.92779 0.09 2.00 0.05 -0.295
O 0.76699 1.61774 -1.60649 -0.25 -1.10 2.86 -0.536
B 1.00446 0.51641 -0.68030 1.91 1.86 -1.42 0.875
O 2.33186 0.35251 -0.17530 -2.97 0.48 0.35 -0.539
C -0.27570 -0.41750 -0.33086 -2.66 -2.44 0.85 0.303
C -1.24992 0.10323 0.76680 0.61 -2.63 -2.22 -0.714
N -2.41403 -0.64129 1.15719 1.56 -1.28 -2.54 0.322
C -3.34074 -0.16839 2.24831 0.24 -0.52 1.56 -0.937
C -2.74732 -1.88208 0.51537 3.02 0.32 -1.88 -0.176
C -1.85653 -2.52442 -0.60866 0.88 2.35 1.27 -0.293
N -2.34551 -3.79250 -1.15888 1.59 1.33 0.29 -0.502
C -0.53349 -1.79222 -1.06250 -2.62 2.51 2.97 0.664
C 0.41969 -2.42326 -2.15242 0.01 -4.96 -1.59 0.279
O 0.34779 -3.68112 -2.29641 -0.24 4.99 1.05 -0.466
O 1.29798 -1.72988 -3.01704 -0.74 -0.18 3.36 -0.380
B 2.70241 -1.98410 -2.72687 2.20 0.92 0.17 0.585
O 3.56171 -0.79899 -2.68474 -1.53 -1.90 -1.61 -0.508
N 3.31982 -3.30213 -2.42392 -0.82 1.81 -0.13 -0.011
C 4.52764 -3.58989 -3.24763 0.65 -1.48 0.63 -0.782
C 3.55205 -3.47930 -0.96108 0.26 -1.55 0.13 -0.852
H -1.23047 3.05688 0.13821 0.72 0.55 -1.25 -0.015
H -1.21953 3.67189 -1.64852 0.79 -0.38 1.38 0.280
H -0.43938 4.65466 -0.30207 -0.21 -1.74 -0.56 0.361
H 1.35294 2.86560 0.09020 -0.71 -0.16 -1.41 0.133
H 1.41515 3.63570 -1.57692 -0.91 -1.29 0.91 0.285
H 2.74178 1.22127 0.03558 -0.08 -0.83 -0.72 0.310
H -1.03652 1.09883 1.27623 -0.55 -1.67 -0.64 0.426
H -3.72684 -1.13086 2.75756 0.40 1.71 -0.91 0.402
H -2.70498 0.35915 3.05629 -1.15 -0.59 -1.51 0.355
H -4.20222 0.47387 1.87095 1.37 -0.87 0.35 0.291
H -3.67733 -2.44293 0.85147 1.39 0.99 -0.49 0.387
H -1.67723 -4.55068 -0.91569 -0.47 0.70 -0.12 0.288
H -2.28310 -3.72306 -2.19263 -0.06 -0.12 0.76 0.335
H 3.77327 -0.49103 -3.59246 -0.21 0.10 0.85 0.284
H 4.62996 -4.74450 -3.27772 -0.08 1.80 -0.09 0.311
H 4.46264 -3.24768 -4.33502 0.01 -0.20 1.66 0.323
H 5.46148 -3.21650 -2.69437 -1.08 -0.20 -1.15 0.107
H 4.61316 -3.14544 -0.66643 -1.63 -0.05 -0.22 0.273
H 2.72663 -2.99190 -0.33322 1.31 -0.51 -0.85 0.220
H 3.51578 -4.61501 -0.75229 0.01 1.70 -0.10 0.303
C 0.80080 8.22216 3.28935 -0.05 -0.09 -0.01 -0.433
C -0.52144 8.30576 3.71498 0.03 -0.07 -0.04 -0.372
C -1.33875 7.18049 3.67491 0.05 -0.03 -0.02 -0.425
C -0.83050 5.96831 3.21793 0.08 0.08 -0.02 -0.069
C 0.49295 5.88386 2.79576 -0.07 0.09 0.01 -0.482
C 1.30764 7.01132 2.82722 -0.06 0.01 0.02 -0.405
H 1.43659 9.10061 3.31768 -0.06 -0.08 0.00 0.362
H -0.91554 9.24932 4.07762 0.03 -0.09 -0.04 0.368
H -2.37132 7.24758 4.00058 0.09 -0.01 -0.01 0.379
H -1.46664 5.08925 3.19122 0.02 0.07 0.02 0.286
H 0.88969 4.93749 2.44088 -0.01 0.06 0.03 0.417
H 2.33754 6.94649 2.49301 -0.07 0.01 0.04 0.360
C -7.80077 -2.34378 -2.54269 0.09 -0.04 0.05 -0.437
C -6.63159 -1.63954 -2.81301 0.01 0.02 0.01 -0.505
C -5.41504 -2.09016 -2.30947 -0.15 -0.11 0.08 -0.223
C -5.36618 -3.25185 -1.54282 -0.12 0.05 0.12 -0.004
C -6.53588 -3.95793 -1.27585 -0.07 0.12 -0.04 -0.694
C -7.75344 -3.50201 -1.77186 0.08 0.03 -0.02 -0.343
H -8.74936 -1.99043 -2.93260 0.09 -0.03 0.03 0.365
H -6.66866 -0.73820 -3.41613 -0.01 -0.08 0.05 0.366
H -4.50385 -1.53656 -2.51528 -0.04 -0.01 -0.04 0.358
H -4.41491 -3.60592 -1.15394 -0.43 0.01 -0.16 0.384
H -6.49815 -4.86422 -0.67987 -0.01 0.07 -0.06 0.364
H -8.66527 -4.04946 -1.55916 0.07 0.04 -0.03 0.373
C -5.32164 3.29353 4.18817 0.01 -0.05 0.02 -0.677
C -3.93099 3.26295 4.14295 -0.03 -0.07 0.09 -0.247
C -3.19965 3.06643 5.31080 -0.06 -0.06 -0.02 -0.306
C -3.86013 2.89069 6.52325 -0.03 -0.01 -0.07 -0.435
C -5.25068 2.91759 6.56780 0.04 0.01 -0.07 -0.408
C -5.98162 3.12321 5.40150 0.09 -0.02 -0.01 -0.346
H -5.89138 3.45022 3.27803 0.03 0.02 0.08 0.390
H -3.41601 3.39353 3.19572 -0.04 0.06 0.04 0.516
H -2.11511 3.04941 5.27632 -0.06 0.04 0.03 0.398
H -3.29070 2.73281 7.43294 -0.05 0.03 -0.08 0.372
H -5.76535 2.77904 7.51287 0.05 0.03 -0.09 0.377
H -7.06524 3.14961 5.43779 0.09 0.00 0.00 0.375
C 9.99936 -5.45836 -4.28993 -0.04 0.08 0.03 -0.361
C 9.16409 -5.62899 -3.19040 0.00 0.05 -0.01 -0.425
C 8.54494 -4.52722 -2.60828 0.04 0.05 -0.12 -0.315
C 8.75391 -3.25441 -3.13266 0.02 -0.12 -0.03 -0.325
C 9.58646 -3.08468 -4.23459 -0.02 -0.05 0.02 -0.408
C 10.21261 -4.18554 -4.81075 -0.07 -0.03 0.07 -0.362
H 10.48454 -6.31727 -4.74135 -0.04 0.07 0.04 0.358
H 8.99608 -6.62186 -2.78607 0.03 0.09 -0.03 0.354
H 7.89887 -4.65996 -1.74666 0.05 0.00 -0.05 0.392
H 8.26753 -2.39532 -2.68207 0.05 -0.05 -0.03 0.383
H 9.74813 -2.09285 -4.64426 0.00 -0.09 0.04 0.354
H 10.86580 -4.05206 -5.66628 -0.06 -0.01 0.07 0.358
```
Positions in Å, forces in eV/Å.

## Properties
Highest occupied orbital energy, eV: -10.68
Net charge: +1
DFT total energy, eV: -53061.9145